Model i:
Density functional theory data (the ωB97M-V functional and the def2-TZVPD basis) for one molecule with the formula CH3N3S.

HOMO-LUMO gap (alpha / beta): 8.189 / 8.688 eV
Net charge: 0
2S+1: 3
HOMO energy (alpha / beta): -0.278 / -0.367 hartree
Molar mass: 89.123 g mol⁻¹

Geometry (Å):
C: -0.3776 0.4221 0.0515
N: -0.9541 1.6408 -0.4708
N: -1.3139 1.2417 -2.1076
N: 0.1094 -0.4619 -0.9871
S: -0.5856 -0.0532 -2.4962
H: 0.5907 0.7218 0.6713
H: -1.1913 -0.0775 0.8065
H: 1.0963 -0.5990 -0.9209

=====

Model ii:
Density functional theory data (the ωB97M-V functional and the def2-TZVPD basis) for one molecule with the formula CH3N3S.

HOMO-LUMO gap (alpha / beta): 7.429 / 7.595 eV
Net charge: 0
2S+1: 3
HOMO energy (alpha / beta): -0.258 / -0.329 hartree
Molar mass: 89.123 g mol⁻¹

Geometry (Å):
C: -0.5986 0.5539 -0.2601
N: 0.3046 -1.5340 -0.2623
N: 1.9941 -0.3376 0.1826
N: -0.5305 -0.7461 0.2194
S: 1.5756 1.0618 0.0518
H: -0.5947 0.5274 -1.2741
H: -1.1990 1.2083 0.2250
H: -0.9516 -0.7337 1.1178

=====

Relative energies with respect to the most stable structure, expressed in eV: model i 0.000; model ii 0.862.

=====

Model i:
Density functional theory data (the ωB97M-V functional and the def2-TZVPD basis) for a 2-piece molecular cluster, H2NO4P overall.

HOMO-LUMO gap (alpha / beta): 8.344 / 8.348 eV
Net charge: 0
2S+1: 1
HOMO energy (alpha / beta): -0.389 / -0.389 hartree
Molar mass: 110.993 g mol⁻¹

Geometry (Å):
N: 0.0461 0.4936 -1.2181
O: 0.5342 1.5762 -0.8815
O: 0.4621 -0.1149 -2.1812
O: -1.0497 0.9261 1.1480
O: 0.7341 -1.3353 0.7548
P: -1.2468 -0.1218 0.0094
H: -0.3939 0.8494 1.7639
H: 0.9139 -2.2734 0.6047

=====

Model ii:
Density functional theory data (the ωB97M-V functional and the def2-TZVPD basis) for H2NO4P as an isolated structure.

HOMO-LUMO gap (alpha / beta): 8.658 / 8.658 eV
Net charge: 0
2S+1: 1
HOMO energy (alpha / beta): -0.381 / -0.381 hartree
Molar mass: 110.993 g mol⁻¹

Geometry (Å):
N: -0.0370 0.4369 -1.5799
O: -1.2197 0.5592 -1.7584
O: 1.3524 -1.0069 0.7284
O: -1.0541 -0.7359 0.6585
O: 0.4398 1.3538 0.8108
P: 0.2482 0.0329 0.1872
H: -1.6168 -0.3950 -0.0444
H: 1.8872 -0.2449 0.9978

=====

Relative energies with respect to the most stable structure, expressed in eV: model i 4.158; model ii 0.000.

=====

Model i:
Density functional theory data (the ωB97M-V functional and the def2-TZVPD basis) for a 2-piece molecular cluster, C2H3O2S2 overall.

HOMO-LUMO gap: 5.131 eV
Net charge: -1
2S+1: 1
HOMO energy: -0.068 hartree
Molar mass: 123.178 g mol⁻¹

Geometry (Å):
C: -2.2044 -1.1304 0.0433
C: 1.3780 0.0881 -0.0466
O: -2.9443 -0.2921 0.2459
O: -1.4643 -1.9769 -0.1281
S: 0.3830 2.8489 0.1499
S: -0.0850 1.0742 -0.5295
H: 1.4005 -0.2412 0.9497
H: 2.2290 0.5729 -0.1832
H: 1.3076 -0.9435 -0.5016

=====

Model ii:
Density functional theory data (the ωB97M-V functional and the def2-TZVPD basis) for a 2-piece molecular cluster, C2H3O2S2 overall.

HOMO-LUMO gap (alpha / beta): 6.055 / 6.054 eV
Net charge: -1
2S+1: 1
HOMO energy (alpha / beta): -0.090 / -0.090 hartree
Molar mass: 123.178 g mol⁻¹

Geometry (Å):
C: -0.1052 0.5584 0.0842
C: -1.2565 -1.8165 0.2830
O: -2.1009 1.3986 0.8574
O: -0.8233 -2.2958 -0.6453
S: 1.1299 -0.2794 0.3172
S: -0.7475 2.0913 0.7386
H: -1.0020 0.3255 -0.3685
H: -2.2831 -1.3727 0.4526
H: -0.6777 -1.6748 1.2291

=====

Relative energies with respect to the most stable structure, expressed in eV: model i 0.000; model ii 3.936.

=====

Model i:
Density functional theory data (the ωB97M-V functional and the def2-TZVPD basis) for one molecule with the formula FH3NOPS.

HOMO-LUMO gap: 10.114 eV
Net charge: 0
2S+1: 1
HOMO energy: -0.358 hartree
Structure (SMILES): N[P@@](O)(F)=S
Molar mass: 115.069 g mol⁻¹

Geometry (Å):
N: 0.7303 -0.3563 -0.3613
P: 0.2470 0.4233 0.9732
O: -1.5065 0.3738 0.6323
F: 0.4473 -0.8472 1.9987
S: 0.8952 2.0866 1.7087
H: 1.4230 -1.1478 -0.2133
H: 0.9338 0.2165 -1.0910
H: -1.5313 0.0261 -0.2999

=====

Model ii:
Density functional theory data (the ωB97M-V functional and the def2-TZVPD basis) for one molecule with the formula FH3NOPS.

HOMO-LUMO gap: 10.703 eV
Net charge: 0
2S+1: 1
HOMO energy: -0.374 hartree
Structure (SMILES): N[P@@](O)(F)=S
Molar mass: 115.069 g mol⁻¹

Geometry (Å):
N: 0.7189 -0.8722 -0.7701
P: -0.5117 0.1381 -0.2142
O: 0.3560 0.8983 1.1062
F: -0.3138 1.4081 -1.2057
S: -2.1739 -0.6904 0.0640
H: 0.5217 -1.7525 -0.3473
H: 1.6188 -0.4757 -0.3449
H: -0.2159 1.3461 1.7119

=====

Relative energies with respect to the most stable structure, expressed in eV: model i 0.430; model ii 0.000.

=====

Model i:
Density functional theory data (the ωB97M-V functional and the def2-TZVPD basis) for a 2-piece molecular cluster, CHF2NO2 overall.

HOMO-LUMO gap (alpha / beta): 9.345 / 9.347 eV
Net charge: 0
2S+1: 1
HOMO energy (alpha / beta): -0.413 / -0.414 hartree
Molar mass: 97.020 g mol⁻¹

Geometry (Å):
C: 0.5358 0.3658 -0.0050
N: -0.8343 -0.2444 -0.0681
O: -1.1146 -1.1616 -0.8334
O: -1.6379 0.2432 0.6830
F: 0.4064 1.4548 0.7339
F: 1.2081 0.6032 -1.1100
H: 1.4366 -1.2609 0.5995

=====

Model ii:
Density functional theory data (the ωB97M-V functional and the def2-TZVPD basis) for a 2-piece molecular cluster, CHF2NO2 overall.

HOMO-LUMO gap (alpha / beta): 9.094 / 6.628 eV
Net charge: 0
2S+1: 1
HOMO energy (alpha / beta): -0.353 / -0.314 hartree
Molar mass: 97.020 g mol⁻¹

Geometry (Å):
C: 1.0887 0.1157 -0.1344
N: -1.5982 -0.4064 0.2818
O: -2.7945 -0.6699 0.2269
O: -1.0014 0.5811 -0.0673
F: 1.4105 0.5770 1.0842
F: 1.5779 0.8294 -1.1247
H: 1.3169 -1.0269 -0.2664

=====

Relative energies with respect to the most stable structure, expressed in eV: model i 0.799; model ii 0.000.

=====

Model i:
Density functional theory data (the ωB97M-V functional and the def2-TZVPD basis) for one molecule with the formula C5H6ClOP.

HOMO-LUMO gap: 8.543 eV
Net charge: 0
2S+1: 1
HOMO energy: -0.336 hartree
Molar mass: 148.529 g mol⁻¹

Geometry (Å):
C: 1.4113 0.3052 0.0387
C: 0.7120 1.3312 0.4814
C: -0.3559 -0.9493 -1.0666
C: 0.5444 -0.9401 0.2647
C: -0.6487 1.0697 0.7018
O: -0.1285 -0.8094 1.4015
P: -1.5317 0.4975 -0.8232
Cl: -3.3309 -0.1610 -0.0846
H: 2.5066 0.2880 -0.2967
H: 1.1901 2.2979 0.6955
H: 0.4352 -0.6728 -1.9333
H: -0.7840 -1.9228 -1.3009
H: 1.0394 -1.9323 0.4001
H: -1.0596 1.5982 1.5217

=====

Model ii:
Density functional theory data (the ωB97M-V functional and the def2-TZVPD basis) for one molecule with the formula C5H6ClOP.

HOMO-LUMO gap: 9.861 eV
Net charge: 0
2S+1: 1
HOMO energy: -0.340 hartree
Structure (SMILES): ClP1C=C[C@H]2O[C@H]2C1
Molar mass: 148.529 g mol⁻¹

Geometry (Å):
Cl: -1.8124 0.8526 2.4305
P: -1.1490 -0.6448 1.3205
C: -1.7161 0.0715 -0.2868
C: -0.7295 0.1938 -1.2101
C: 0.7087 -0.3411 -1.2764
O: 2.0215 0.3749 -0.9098
C: 1.4197 -0.5810 0.0071
C: 0.6166 0.0665 1.0980
H: -2.7569 0.5194 -0.2305
H: -0.9648 0.7010 -2.1974
H: 0.6826 -1.0814 -2.0764
H: 2.0510 -1.3187 0.3840
H: 0.9977 0.0387 2.2281
H: 0.6309 1.1486 0.7191

=====

Relative energies with respect to the most stable structure, expressed in eV: model i 0.639; model ii 0.000.